{
  "formula": "C4H12N2S",
  "method": "ωB97M-V/def2-TZVPD",
  "charge": -1,
  "orbital_gap_ev": [5.32, 6.94],
  "max_force_ev_per_a": 3.042,
  "de_lowest_kcal_mol": 40.5,
  "multiplicity": 2,
  "s2": 0.757,
  "species": ["C", "N", "C", "N", "C", "C", "S", "H", "H", "H", "H", "H", "H", "H", "H", "H", "H", "H", "H"],
  "coordinates": [[-0.0043, 1.5582, 0.0073], [-0.9586, 1.0053, 0.9027], [-1.6624, -0.1220, 0.4260], [-2.5745, -0.6499, 1.4737], [1.4477, 1.0917, 0.2071], [1.6984, -0.4935, 0.0779], [1.0245, -1.1508, -1.4990], [-0.4527, 1.3326, -0.9246], [-0.1707, 2.7400, 0.0269], [-0.4010, 0.7331, 1.7402], [-0.9320, -0.9676, 0.2215], [-2.2978, 0.0482, -0.5160], [-2.8098, -1.6373, 1.3605], [-3.4162, -0.0900, 1.7894], [2.0701, 1.8673, -0.4150], [1.7527, 1.2788, 1.2802], [2.7454, -0.7328, 0.2107], [1.0585, -1.0127, 0.8679], [2.3160, 0.1580, -2.6017]],
  "forces_ev_per_angstrom": [[-0.4, 2.6, -0.2], [0.3, 0.4, 2.7], [-1.3, -2.7, -0.5], [-0.7, 0.4, 1.0], [0.9, 0.7, 0.3], [-2.1, 1.1, -0.6], [0.6, 0.1, -0.1], [0.6, -0.4, -1.6], [1.1, -2.0, 0.2], [-1.2, 0.0, -0.5], [-1.2, 0.6, -0.2], [1.4, 0.4, 1.0], [0.1, 0.7, -0.1], [1.6, -0.8, -1.0], [-0.6, -2.2, 0.8], [-0.4, 0.3, -0.7], [0.2, 0.0, 0.1], [1.1, 0.8, -0.5], [-0.1, -0.1, 0.1]],
  "mulliken_spin": [-0.01, 0.00, -0.02, 0.00, 0.06, 0.06, 0.32, 0.00, 0.00, 0.00, 0.04, 0.01, 0.00, 0.00, -0.06, 0.00, -0.01, 0.01, 0.60]
}

{
  "formula": "C4H12N2S",
  "method": "ωB97M-V/def2-TZVPD",
  "charge": -1,
  "orbital_gap_ev": [2.64, 7.76],
  "max_force_ev_per_a": 2.204,
  "de_lowest_kcal_mol": 49.8,
  "multiplicity": 2,
  "s2": 0.750,
  "species": ["C", "C", "N", "N", "H", "H", "H", "H", "H", "H", "H", "C", "C", "S", "H", "H", "H", "H", "H"],
  "coordinates": [[0.3390, 1.9125, 0.2662], [0.3016, 1.9234, -1.0887], [0.7764, 0.7492, -1.8296], [-0.4136, 2.7375, 1.1007], [0.8912, 1.1041, 0.7699], [-0.1873, 2.6640, -1.7187], [1.0769, 1.0020, -2.7538], [1.4989, -0.1714, -1.1250], [-0.0539, 0.1656, -1.9237], [-1.2638, 3.1266, 0.6948], [-0.5907, 2.3431, 2.0451], [-1.0780, -1.9560, 0.7472], [0.3309, -2.5176, 0.7385], [1.5669, -1.5392, -0.2560], [-1.4789, -1.9429, -0.2709], [-1.0642, -0.9173, 1.0366], [-1.7321, -2.5594, 1.3817], [0.3804, -3.5312, 0.3898], [0.7001, -2.5931, 1.7958]],
  "forces_ev_per_angstrom": [[-0.5, -0.9, -1.4], [0.5, -0.4, 1.0], [0.5, 0.2, 1.8], [-0.3, 0.2, 1.2], [-0.2, 0.5, -0.3], [-0.1, -0.1, 0.4], [0.4, 0.3, -0.9], [-2.0, 0.8, -0.3], [-0.2, -0.4, -0.5], [0.5, -0.3, 0.1], [0.3, 0.5, -1.3], [0.1, -0.4, -0.8], [0.5, 1.1, 0.9], [1.2, -1.4, 0.7], [-0.1, -0.2, 0.1], [-0.1, 0.3, 0.5], [-0.1, 0.2, 0.1], [-0.2, -0.5, -0.5], [-0.1, 0.4, -0.8]],
  "mulliken_spin": [-0.33, 2.45, -0.86, 0.13, -0.04, -0.07, -0.71, 0.21, -0.06, 0.01, -0.06, 0.21, 0.06, 0.19, -0.08, 0.00, -0.04, -0.01, -0.01]
}

{
  "formula": "C4H12N2S",
  "method": "ωB97M-V/def2-TZVPD",
  "charge": 0,
  "orbital_gap_ev": 9.18,
  "max_force_ev_per_a": 1.890,
  "de_lowest_kcal_mol": 25.2,
  "multiplicity": 1,
  "species": ["C", "N", "C", "C", "N", "C", "S", "H", "H", "H", "H", "H", "H", "H", "H", "H", "H", "H", "H"],
  "coordinates": [[-0.3468, 1.3103, -1.8884], [-0.0148, -0.1198, -1.6094], [0.0941, -0.5669, -0.2109], [-0.9143, 0.1224, 0.7090], [-0.9928, -0.4646, 2.0514], [1.5732, -0.3243, 0.1361], [2.1468, -0.3252, 1.9323], [-1.4048, 1.5541, -1.7122], [0.2101, 1.9061, -1.1566], [0.0166, 1.4130, -2.9037], [-0.7861, -0.6129, -2.0494], [-0.1373, -1.6355, -0.1819], [-1.9314, 0.1562, 0.2847], [-0.7555, 1.2140, 0.7532], [-1.8952, -0.2651, 2.4631], [-0.8507, -1.4599, 1.9604], [2.2505, -0.9896, -0.3894], [1.8347, 0.7063, -0.1307], [1.9036, -1.6186, 1.9423]],
  "forces_ev_per_angstrom": [[0.8, -1.1, 1.4], [-1.1, -0.1, -0.4], [0.0, 0.8, 0.1], [-0.9, 0.9, 0.4], [0.3, 0.3, -0.4], [0.5, 1.1, 1.2], [-0.4, 0.0, -1.3], [0.2, 0.0, -0.5], [0.2, 0.2, -0.6], [-0.3, 0.8, -0.1], [0.3, -0.4, 0.1], [0.2, -0.1, -0.1], [0.2, -0.7, -0.6], [0.7, -0.3, 0.4], [0.0, -0.3, 0.0], [-0.3, -0.2, 0.3], [-0.2, 0.0, -0.2], [-0.2, -0.2, -0.4], [0.1, -0.7, 0.7]],
  "mulliken_charge": [-0.91, -0.44, 0.27, -0.63, -0.48, -1.01, -0.18, 0.28, 0.33, 0.32, 0.29, 0.32, 0.38, 0.27, 0.24, 0.20, 0.44, 0.21, 0.10]
}

{
  "formula": "C4H12N2S",
  "method": "ωB97M-V/def2-TZVPD",
  "charge": 0,
  "orbital_gap_ev": 9.92,
  "max_force_ev_per_a": 1.460,
  "de_lowest_kcal_mol": 12.7,
  "multiplicity": 1,
  "species": ["N", "C", "C", "N", "C", "C", "S", "H", "H", "H", "H", "H", "H", "H", "H", "H", "H", "H", "H"],
  "coordinates": [[-1.6116, -2.3558, -0.8073], [-1.1702, -2.0761, 0.5754], [-0.8593, -0.6102, 0.8140], [0.3156, -0.1616, 0.0810], [0.6821, 1.2208, 0.2694], [1.8410, 1.5632, -0.6430], [2.5186, 3.2685, -0.3747], [-1.2428, -1.7073, -1.4614], [-2.5923, -2.5122, -0.9215], [-0.2533, -2.6480, 0.7071], [-1.9805, -2.3531, 1.2350], [-0.6477, -0.4697, 1.8768], [-1.7349, 0.0057, 0.5695], [0.2586, -0.4933, -0.8679], [1.0566, 1.2721, 1.2945], [-0.1192, 1.9589, 0.1240], [2.6897, 0.9046, -0.4518], [1.5823, 1.4177, -1.6927], [1.2673, 3.7758, -0.3263]],
  "forces_ev_per_angstrom": [[0.4, -0.6, 0.9], [-0.1, 0.4, -1.4], [0.2, 0.4, 0.3], [-0.4, -0.8, 0.2], [0.7, -0.3, 0.0], [0.8, 0.3, -0.2], [-1.0, -0.7, -0.1], [0.0, 0.4, -0.7], [-0.3, 0.3, 0.0], [-0.1, -0.2, 0.6], [0.1, -0.4, 0.4], [-0.1, 0.0, 0.1], [-0.2, 0.0, 0.0], [0.2, 0.5, -0.4], [-0.3, 0.4, 0.1], [-0.2, -0.1, 0.1], [-0.1, -0.1, 0.1], [-0.1, 0.2, 0.0], [0.4, 0.3, 0.0]],
  "mulliken_charge": [-0.50, -0.57, -0.54, -0.26, -0.56, -0.69, -0.21, 0.15, 0.21, 0.28, 0.38, 0.32, 0.32, 0.23, 0.24, 0.35, 0.36, 0.37, 0.11]
}

{
  "formula": "C4H12N2S",
  "method": "ωB97M-V/def2-TZVPD",
  "charge": 0,
  "orbital_gap_ev": 9.87,
  "max_force_ev_per_a": 4.989,
  "de_lowest_kcal_mol": 47.6,
  "multiplicity": 1,
  "species": ["N", "C", "N", "C", "C", "C", "S", "H", "H", "H", "H", "H", "H", "H", "H", "H", "H", "H", "H"],
  "coordinates": [[-1.8034, 1.6197, 0.3224], [-1.3375, 1.3325, -1.0161], [0.1898, 1.3168, -1.0638], [0.4828, -0.1907, -1.0638], [0.4585, -1.1435, 0.1606], [1.1509, -0.6429, 1.4121], [1.4881, -1.8265, 2.7270], [-1.1842, 2.3163, 0.7015], [-2.0510, 0.8701, 0.8530], [-1.6132, 1.9081, -1.9321], [-1.7670, 0.2811, -1.1796], [0.8567, 1.6490, -1.8210], [1.4543, -0.3179, -1.6260], [-0.1788, -0.6381, -1.8903], [1.0444, -2.0491, -0.2583], [-0.5367, -1.5716, 0.3273], [0.5575, 0.0472, 1.9253], [2.0804, -0.0636, 1.1434], [0.7085, -2.8968, 2.2786]],
  "forces_ev_per_angstrom": [[0.8, 3.7, -3.3], [0.7, -1.2, -1.0], [0.3, -3.2, 0.7], [0.9, 0.1, -2.7], [1.1, -1.2, -1.4], [1.0, 0.4, -0.8], [-0.3, -1.7, -0.3], [-0.2, -0.2, 0.8], [-0.3, -2.2, 1.7], [-0.6, 0.4, 1.3], [0.8, 1.3, -0.3], [-2.4, 0.1, 0.8], [-0.4, 0.2, 1.2], [0.5, 0.3, 1.3], [-0.8, 1.2, 0.8], [0.0, 0.5, 0.3], [-1.1, 1.4, 0.3], [-0.7, -0.9, 0.2], [0.7, 1.1, 0.3]],
  "mulliken_charge": [-0.53, -0.39, -0.42, -1.07, -0.49, -0.50, -0.27, 0.25, 0.25, 0.32, 0.26, 0.28, 0.48, 0.41, 0.34, 0.32, 0.32, 0.32, 0.12]
}

{
  "formula": "C4H12N2S",
  "method": "ωB97M-V/def2-TZVPD",
  "charge": 0,
  "orbital_gap_ev": [8.30, 8.30],
  "max_force_ev_per_a": 4.444,
  "de_lowest_kcal_mol": 96.5,
  "multiplicity": 1,
  "species": ["C", "C", "C", "C", "N", "N", "S", "H", "H", "H", "H", "H", "H", "H", "H", "H", "H", "H", "H"],
  "coordinates": [[0.2100, 1.2239, -1.0204], [0.9334, -1.9858, -3.7369], [-0.4990, 0.6810, 0.1990], [-0.0734, -1.4165, -4.3101], [-1.9365, 0.5676, 2.1980], [0.4941, 0.7392, 5.3810], [-0.7601, 1.4085, 1.6395], [-0.2897, 2.2071, -1.2560], [1.3717, 1.1273, -0.8838], [0.0880, 0.6147, -1.8923], [1.4320, -2.8769, -4.1234], [1.2918, 0.2712, 4.9696], [1.5544, -1.4872, -2.9218], [-1.2317, -0.1438, -0.0670], [-0.2886, 0.0001, 5.3867], [-0.4132, -0.4945, -3.9901], [-0.5582, -2.1186, -5.1146], [-1.9924, 0.5852, 3.2829], [0.6674, 1.0975, 6.2599]],
  "forces_ev_per_angstrom": [[1.5, 0.7, 1.0], [3.7, 0.0, 1.8], [-1.1, -0.5, -1.2], [-1.5, -3.2, -2.6], [-0.9, -0.2, 3.2], [-2.3, -2.5, -2.8], [0.3, -1.2, -1.1], [1.5, -0.6, 0.0], [-2.0, 1.2, -0.1], [-0.6, -0.6, -0.3], [-0.6, -0.1, 0.2], [0.1, 0.2, 0.3], [-1.0, -0.5, -1.0], [1.0, 0.8, 1.0], [1.7, 1.7, 0.3], [-1.1, 1.6, 0.2], [0.5, 2.2, 1.3], [0.4, 0.4, -2.5], [0.5, 0.5, 2.1]],
  "mulliken_charge": [-0.28, -0.45, -0.18, -0.39, -0.59, -0.63, 0.17, 0.28, 0.23, -0.18, 0.25, 0.21, 0.17, 0.31, 0.23, 0.25, 0.17, 0.23, 0.20]
}

{
  "formula": "C4H12N2S",
  "method": "ωB97M-V/def2-TZVPD",
  "charge": 1,
  "orbital_gap_ev": [9.47, 5.26],
  "max_force_ev_per_a": 5.114,
  "de_lowest_kcal_mol": 79.9,
  "multiplicity": 2,
  "s2": 0.756,
  "species": ["C", "N", "C", "C", "S", "C", "N", "H", "H", "H", "H", "H", "H", "H", "H", "H", "H", "H", "H"],
  "coordinates": [[0.8136, 0.9756, -0.5751], [-0.2889, -0.0652, -0.4465], [-0.9598, -0.4538, 0.9661], [-2.4505, -0.2865, 0.7734], [-3.1567, -0.7229, 2.2849], [2.2089, 0.5238, -0.5281], [2.3911, -0.5003, -1.6302], [0.5933, 1.7513, 0.1464], [0.6918, 1.5741, -1.5314], [-0.4770, -0.3296, -1.4982], [-0.5857, -1.3575, 1.2454], [-0.4678, 0.1542, 1.8243], [-2.8864, -1.0341, 0.1346], [-2.9251, 0.7142, 0.5512], [-2.1380, -1.4478, 2.6436], [2.4636, 0.2459, 0.5273], [2.8309, 1.4249, -0.6892], [1.5167, -0.9878, -1.7772], [2.8257, -0.1784, -2.4210]],
  "forces_ev_per_angstrom": [[-3.1, 2.0, -0.6], [1.9, 1.1, -1.0], [0.7, 4.6, -2.1], [-0.5, 0.4, -0.7], [-1.7, 0.2, 2.7], [1.7, -1.3, -0.5], [-1.2, 0.1, 4.5], [0.0, -0.1, 0.9], [-0.3, -1.3, 0.6], [-0.7, -0.3, 3.0], [0.4, -3.4, -0.1], [-1.0, 0.0, -1.9], [0.5, 0.0, -1.2], [1.4, -0.8, -0.2], [0.5, -0.9, 0.7], [0.0, -0.7, -1.1], [-0.3, -0.5, -0.2], [0.6, -0.1, -0.5], [1.1, 0.9, -2.2]],
  "mulliken_spin": [-0.03, 0.91, -0.01, 0.00, 0.02, 0.08, 0.01, 0.01, 0.00, -0.04, 0.02, 0.01, 0.00, 0.00, 0.00, 0.00, -0.01, 0.00, 0.00]
}

{
  "formula": "C4H12N2S",
  "method": "ωB97M-V/def2-TZVPD",
  "charge": 1,
  "orbital_gap_ev": [7.78, 3.32],
  "max_force_ev_per_a": 4.382,
  "de_lowest_kcal_mol": 105.2,
  "multiplicity": 2,
  "s2": 0.769,
  "species": ["C", "N", "C", "N", "C", "C", "S", "H", "H", "H", "H", "H", "H", "H", "H", "H", "H", "H", "H"],
  "coordinates": [[0.1329, 0.7492, 0.5426], [0.6284, -0.2253, -0.4170], [1.8213, -0.8392, 0.2364], [2.2962, -1.9430, -0.5177], [-1.0248, 1.4958, -0.0847], [-2.0648, 0.5413, -0.6685], [-2.5812, -0.8002, 0.4118], [-0.2727, 0.2101, 1.4113], [0.9403, 1.3948, 0.8883], [-0.0399, -1.0019, -0.3591], [1.5182, -1.2290, 1.2251], [2.5742, -0.0608, 0.4302], [2.3703, -1.8001, -1.5087], [2.5557, -2.8617, -0.1888], [-1.3331, 2.2586, 0.6327], [-0.6359, 2.0198, -0.9838], [-2.9454, 1.1180, -0.9603], [-1.5931, 0.2026, -1.6016], [-2.3465, 0.7707, 1.5119]],
  "forces_ev_per_angstrom": [[-0.6, -0.1, 0.0], [1.1, -1.0, 1.1], [-0.6, -0.9, 0.3], [-0.1, 0.3, -0.6], [1.1, 0.3, -0.9], [0.5, 0.7, -1.1], [0.7, 3.8, 2.1], [0.4, 0.2, 0.4], [-0.2, 0.2, -0.2], [0.1, 0.1, -0.6], [0.3, 0.2, 0.0], [-0.1, 0.0, -0.3], [0.1, 0.0, -0.2], [-0.1, 0.4, 0.4], [-0.8, 0.0, 0.1], [-0.2, 0.1, 0.6], [-0.3, -0.2, 0.1], [-0.5, -0.6, 0.2], [-0.8, -3.4, -1.3]],
  "mulliken_spin": [0.01, 0.05, 0.00, 0.24, 0.02, -0.04, 0.75, -0.02, 0.00, -0.01, 0.02, 0.03, -0.01, -0.01, 0.00, 0.00, 0.04, 0.01, -0.10]
}

{
  "formula": "C4H12N2S",
  "method": "ωB97M-V/def2-TZVPD",
  "charge": 1,
  "orbital_gap_ev": [8.42, 6.79],
  "max_force_ev_per_a": 3.385,
  "de_lowest_kcal_mol": 112.3,
  "multiplicity": 2,
  "s2": 0.754,
  "species": ["C", "C", "N", "H", "H", "H", "H", "H", "H", "C", "C", "S", "N", "H", "H", "H", "H", "H", "H"],
  "coordinates": [[1.6524, -0.7317, -0.9695], [0.4082, -2.6333, -1.6050], [0.3915, -1.4770, -1.1276], [1.8877, -0.6991, 0.1027], [1.4703, 0.2740, -1.3508], [2.4779, -1.1599, -1.5468], [1.3510, -3.0235, -1.9810], [-0.5577, -3.1159, -1.6507], [-0.0171, -0.3260, 0.2159], [-0.3105, 1.2192, 1.2680], [-1.7822, 0.8540, 1.3652], [-2.4205, -0.0011, -0.0172], [0.1057, 2.0031, 0.1486], [0.1995, 0.1145, 1.2649], [-0.0092, 1.7230, 2.1884], [-2.4034, 1.7415, 1.5422], [-1.9516, 0.2708, 2.2789], [0.1799, 2.9847, 0.3817], [-0.6721, 1.9827, -0.5079]],
  "forces_ev_per_angstrom": [[0.0, -0.2, -0.9], [-0.7, 0.3, -0.1], [1.3, 2.1, 2.3], [0.3, 0.0, -0.3], [0.2, 0.0, 0.2], [0.0, -0.1, 0.2], [-0.2, -0.4, -0.2], [0.2, -0.7, -0.2], [-0.8, -0.9, -0.3], [-0.6, 0.6, -0.5], [-0.3, 0.5, 0.8], [0.1, -0.3, -0.3], [-1.2, 0.0, 0.0], [0.1, 0.0, -0.6], [0.7, -0.7, 0.2], [0.2, 0.1, -0.1], [0.0, -0.2, -0.1], [0.5, 0.0, 0.3], [0.4, -0.1, -0.5]],
  "mulliken_spin": [0.00, 0.00, 0.01, 0.00, 0.00, 0.00, 0.00, 0.00, -0.01, 0.00, -0.04, 0.97, 0.00, 0.00, 0.00, 0.02, 0.04, 0.00, 0.00]
}

{
  "formula": "C4H12N3",
  "method": "ωB97M-V/def2-TZVPD",
  "charge": 1,
  "orbital_gap_ev": 10.09,
  "max_force_ev_per_a": 1.438,
  "de_lowest_kcal_mol": 21.8,
  "multiplicity": 1,
  "species": ["N", "C", "N", "C", "C", "C", "N", "H", "H", "H", "H", "H", "H", "H", "H", "H", "H", "H", "H"],
  "coordinates": [[1.6960, -2.4278, -0.9042], [0.9729, -1.4091, -1.4028], [0.1813, -0.6514, -0.7562], [0.1160, -0.6102, 0.6970], [0.2056, 0.8557, 1.1601], [-1.0914, 1.5868, 0.9145], [-1.4276, 1.4953, -0.5748], [2.4669, -2.8126, -1.4321], [1.5644, -2.8050, 0.0218], [1.1136, -1.2996, -2.4764], [0.8951, -1.1954, 1.1835], [-0.8317, -1.0587, 0.9764], [0.9912, 1.3275, 0.5696], [0.4981, 0.8408, 2.1993], [-0.9527, 2.6503, 1.1184], [-1.9825, 1.2895, 1.4645], [-1.1485, 0.5337, -0.8909], [-0.8393, 2.0804, -1.1607], [-2.4273, 1.6101, -0.7071]],
  "forces_ev_per_angstrom": [[0.6, -0.5, 0.2], [0.3, -0.6, 0.2], [-0.5, 0.9, -0.4], [0.3, -0.4, -0.3], [-0.3, -1.2, -0.5], [0.3, 1.3, -0.5], [-0.2, -0.9, 0.8], [-0.3, 0.0, 0.0], [0.0, 0.2, -0.1], [-0.3, 0.3, 0.0], [0.2, 0.0, 0.1], [-0.3, 0.0, 0.4], [0.1, 0.1, 0.2], [-0.1, 0.4, 0.3], [-0.1, 0.0, 0.0], [0.2, -0.5, 0.0], [0.3, -0.3, -0.1], [-0.3, 0.5, 0.0], [0.0, 0.5, -0.4]],
  "mulliken_charge": [-0.36, -0.06, -0.43, -0.62, -0.58, -0.68, -0.23, 0.23, 0.20, 0.36, 0.40, 0.28, 0.29, 0.36, 0.36, 0.35, 0.40, 0.37, 0.36]
}